13
Properties=species:S:1:pos:R:3:mulliken_charge:R:1 method="wB97M-V/def2-TZVPD" e_homo_ha=-0.35021 e_above_lowest_kcal_mol=90.3 total_energy_ev=-6217.9291 largest_force_ev_per_a=6.57
C -0.7044 -0.5753 0.0593 0.24
C 1.5073 0.5343 0.3114 -1.08
C 0.6898 -0.3656 -0.6049 -0.36
N -1.4053 0.4409 0.6418 -0.48
N -1.8336 -0.1706 -0.6443 -0.65
H -0.7982 -1.4622 0.6731 0.41
H 1.1759 1.6311 0.3676 0.28
H 2.4573 0.4406 0.0985 0.42
H 1.2736 0.2435 1.4449 0.25
H 1.0367 -1.3976 -0.6458 0.21
H 0.4401 0.0245 -1.6365 0.25
H -2.1251 0.1237 1.3532 0.27
H -1.7140 0.5328 -1.4182 0.25